one.
Entry from the OMol25 dataset: a cluster of 2 separate species, C4H11NO in total (wB97M-V/def2-TZVPD).

```
17
Properties=species:S:1:pos:R:3
H -2.4463 0.0009 -0.6891
H -1.4404 -1.1063 -0.9543
H 2.7691 -1.6544 0.7691
H -0.6738 1.2015 1.6463
C 0.9785 -0.6062 0.6489
H 1.3660 -2.6167 1.1928
H 1.8061 -2.2702 -0.6151
H -1.5257 2.1887 0.5833
H 0.4832 -0.4647 -1.4062
C 1.7422 -1.8790 0.4863
N -0.5363 1.8843 0.8931
C 0.5562 0.0154 -0.4213
H 0.9770 2.1534 -0.5035
O -2.2242 -0.7341 -1.1073
H 0.7756 -0.2902 1.6805
H -0.6077 1.6679 -1.2259
C 0.0671 1.4486 -0.3590
```

Its net charge is -1. The calculation puts the HOMO-LUMO gap (spin up / spin down) at 2.68 / 8.96 eV. As for the HOMO energy (spin up / spin down): 1.27 / -5.15 eV. As for the spin multiplicity: 2.

---

two.
Entry from the OMol25 dataset: a cluster of 2 separate species, C4H11NO in total (wB97M-V/def2-TZVPD).

```
17
Properties=species:S:1:pos:R:3
C 0.6791 -1.5160 0.1442
H 0.6013 -1.0542 3.7426
H -3.3765 3.9664 -1.5091
H 1.2358 0.0995 -2.7543
H -0.8681 -1.6685 1.5929
H -4.5755 4.1169 -0.5245
C 1.0469 -1.0954 2.6564
H -0.1272 0.2859 -1.2441
H 1.5332 -2.0930 0.0812
C 0.2340 -1.5033 1.6847
N 1.7072 -0.1428 -1.8667
O -4.3717 4.0863 -1.5420
H 2.0439 -0.9881 2.4891
C 0.8379 -0.1368 -0.6526
H -0.0507 -2.1729 -0.3126
H 2.3420 -0.8694 -1.9689
H 1.1086 0.6855 -0.0165
```

Its net charge is -1. The calculation puts the HOMO-LUMO gap (spin up / spin down) at 2.30 / 9.40 eV. As for the HOMO energy (spin up / spin down): 1.19 / -6.02 eV. As for the spin multiplicity: 2.

---

three.
Entry from the OMol25 dataset: a cluster of 2 separate species, C4H11NO in total (wB97M-V/def2-TZVPD).

```
17
Properties=species:S:1:pos:R:3
H -0.0984 -1.3062 3.6059
H 1.9792 -0.7157 1.9873
H 1.0934 -1.7942 0.7716
O -1.0423 -0.8079 1.8502
H -1.1092 -0.9015 -2.2395
H -2.1556 0.9525 -1.2191
C 1.2609 -1.5221 1.8315
H 0.5114 -0.5750 -1.8653
C -0.0723 -1.1693 2.4576
H -0.9032 0.8194 -0.0851
H -0.2132 2.2744 -2.7512
H 0.9416 2.0577 -1.3734
C -0.1613 1.9734 -1.6493
H 1.8350 -2.3471 2.4146
N -0.4684 -0.5389 -1.5664
H -0.4560 2.8425 -1.0212
C -0.9416 0.7579 -1.1482
```

Its net charge is -1. The calculation puts the HOMO-LUMO gap (spin up / spin down) at 2.30 / 6.41 eV. As for the HOMO energy (spin up / spin down): 1.52 / -2.66 eV. As for the spin multiplicity: 2.

---

According to the calculations, the structures order from most to least stable as three, one, two.

---

one.
Entry from the OMol25 dataset: a cluster of 2 separate species, C3H12NO2 in total (wB97M-V/def2-TZVPD).

```
18
Properties=species:S:1:pos:R:3
H 0.2218 -0.0268 -0.8810
O -2.4918 0.0326 -0.8873
H -0.4809 1.1582 0.8350
N -0.7672 0.1863 0.9302
H -1.3483 -1.2625 -2.0593
H -2.0577 -1.9502 -0.5477
C -1.6292 -1.0610 -1.0188
O 3.9148 4.0375 0.1747
C -0.3106 -0.7357 -0.2621
H -3.1491 0.0696 -1.5992
H 4.8373 3.6478 0.2615
H -0.0119 -2.8733 -0.2941
H -0.0403 -2.2088 1.2964
H -1.7957 0.2180 0.9135
C 0.3177 -2.0064 0.2753
H 3.9003 4.8918 0.6970
H -0.5152 -0.1574 1.8537
H 1.4061 -1.9598 0.3123
```

Its net charge is +2. The calculation puts the HOMO-LUMO gap (spin up / spin down) at 10.46 / 1.89 eV. As for the HOMO energy (spin up / spin down): -18.01 / -17.25 eV. As for the spin multiplicity: 2.

---

two.
Entry from the OMol25 dataset: a cluster of 3 separate species, C3H12NO2 in total (wB97M-V/def2-TZVPD).

```
18
Properties=species:S:1:pos:R:3
H 3.4139 0.4041 -2.8261
H -0.1418 -2.5459 0.4550
H -1.9449 1.7264 1.0202
C -1.0957 -0.0962 1.5383
H -0.4376 1.9450 1.6625
O 3.3698 0.9680 -2.1168
H 1.3575 1.7671 -1.5491
H -1.8010 -3.1654 0.6618
H 0.3275 0.7504 -2.0224
H -0.6796 -2.5734 2.0789
H -0.2164 -0.2459 2.2541
H -2.1362 -1.0297 -0.1849
O 0.4577 1.4576 -1.3800
N -1.0318 1.2825 1.0024
H -0.5564 1.1356 0.0204
H 3.7927 1.7621 -2.4723
C -1.0506 -2.4606 1.0497
C -1.6269 -1.0816 0.8082
```

Its net charge is +2. The calculation puts the HOMO-LUMO gap (spin up / spin down) at 7.52 / 3.60 eV. As for the HOMO energy (spin up / spin down): -17.73 / -17.72 eV. As for the spin multiplicity: 2.

---

According to the calculations, the structures order from most to least stable as one, two.

---

one.
Entry from the OMol25 dataset: the ion C4H10NO with charge -1 (wB97M-V/def2-TZVPD).

```
16
Properties=species:S:1:pos:R:3
H 0.7880 0.9381 -1.5101
H 1.4230 -1.5630 -1.7757
H 1.1023 1.8120 -0.1146
N -0.0808 -0.2361 0.9204
C 0.7404 -1.6127 -0.9057
H -1.0963 0.7436 -0.8492
H 0.6966 -2.5816 -0.4357
H -0.0471 0.1566 1.8464
H -1.8889 -0.6105 -0.1858
C 1.1009 -0.3941 0.0379
O -1.9558 1.0934 0.8240
H -0.3034 -1.4655 -1.1878
H 2.0951 -0.6080 0.5748
C 1.3035 0.8876 -0.6572
H 2.4018 0.9184 -0.8570
C -1.3047 0.3134 0.1016
```

Its net charge is -1. The calculation puts the HOMO-LUMO gap at 6.28 eV. As for the HOMO energy: -2.06 eV. The structure (SMILES) is CC(C)NC[O-].

---

two.
Entry from the OMol25 dataset: the ion C4H10NO with charge -1 (wB97M-V/def2-TZVPD).

```
16
Properties=species:S:1:pos:R:3
H -1.7994 1.8486 -0.9560
H -1.1663 0.8896 0.7218
C 2.1719 -0.2909 0.9541
C -1.3034 0.9215 -1.3763
H -0.5480 -1.8581 -0.5957
H 0.9500 0.6102 -0.2686
N 0.9719 -0.4554 -0.2226
C -0.3185 -1.0088 0.2188
H -0.2737 -1.3661 1.2140
H -0.3703 1.2799 -1.5844
H 1.5593 -0.0082 1.8513
H 2.7000 -1.3525 0.8315
H -2.3876 -0.3135 0.5125
H -1.7257 0.2545 -2.2175
C -1.4511 0.0871 0.0446
O 2.9909 0.7621 0.8726
```

Its net charge is -1. The calculation puts the HOMO-LUMO gap at 6.51 eV. As for the HOMO energy: -2.49 eV. The structure (SMILES) is CCCNC[O-].

---

According to the calculations, the structures order from most to least stable as one, two.

---

one.
Entry from the OMol25 dataset: a cluster of 2 separate species, C4H10NO in total (wB97M-V/def2-TZVPD).

```
16
Properties=species:S:1:pos:R:3
H -2.6976 1.3893 -0.6121
H 0.2171 0.5399 -1.6995
H 2.8321 -0.5124 -0.2323
H 0.5785 0.1760 1.7284
H -0.1918 -0.9214 -0.0249
C 1.6328 0.0608 1.4678
N 0.7151 -0.3330 -1.8685
H -2.9992 0.1163 0.5555
O -1.0558 0.8283 0.5700
C 1.8649 -0.4936 0.2710
H 0.9992 -2.0948 -0.7829
C -2.4105 1.0485 0.4111
C 0.7386 -1.0504 -0.5690
H 0.0881 -0.8809 -2.4535
H 2.4795 0.3583 2.0751
H -2.7910 1.7691 1.1637
```

Its net charge is -1. The calculation puts the HOMO-LUMO gap at 6.89 eV. As for the HOMO energy: -2.44 eV.

---

two.
Entry from the OMol25 dataset: the ion C4H10NO with charge -1 (wB97M-V/def2-TZVPD).

```
16
Properties=species:S:1:pos:R:3
H 1.7864 0.3166 0.7736
H 0.0561 1.9591 2.0112
C -1.4102 -0.0907 0.0480
H -0.2490 0.4800 2.8940
C -0.5240 0.9821 1.9150
H 0.9756 -1.5866 -0.1640
H -2.3166 -0.0230 0.7670
H -1.5099 1.2217 1.9695
H 2.2264 -0.9232 -1.4257
N -0.2090 0.1292 0.8017
H 1.1324 1.2767 -0.5060
H -1.6608 0.7352 -0.7603
O 0.2015 -0.7578 -2.0265
H -1.5143 -1.0916 -0.5092
C 1.1124 -0.7616 -1.0402
C 0.9759 0.3357 0.0023
```

Its net charge is -1. The calculation puts the HOMO-LUMO gap at 6.25 eV. As for the HOMO energy: -2.22 eV. The structure (SMILES) is CN(C)CC[O-].

---

three.
Entry from the OMol25 dataset: the ion C4H10NO with charge -1 (wB97M-V/def2-TZVPD).

```
16
Properties=species:S:1:pos:R:3
C -0.2173 -0.4586 1.5167
H -1.7420 0.9270 -0.0464
H 2.0573 1.1587 -1.4082
H -1.1127 0.3982 -1.6286
H -1.1479 -0.7119 2.0158
H 0.9750 -0.7196 -1.5781
N 1.0207 -0.4587 -0.6036
O -2.5903 -0.8037 -0.6760
H 2.2149 1.0352 0.3386
C -0.2824 -0.6838 0.0154
H 0.5818 -1.0727 1.9457
H 0.7222 1.6420 -0.3922
C 1.5252 0.9025 -0.4977
H -0.5316 -1.7388 -0.0979
C -1.5293 0.0027 -0.6556
H 0.0565 0.5814 1.7521
```

Its net charge is -1. The calculation puts the HOMO-LUMO gap at 6.17 eV. As for the HOMO energy: -2.11 eV. The structure (SMILES) is CN[C@@H](C)C[O-].

---

According to the calculations, the structures order from most to least stable as three, one, two.